# 1
{
  "formula": "C4H6ClNOS",
  "method": "the ωB97M-V functional and the def2-TZVPD basis",
  "de_lowest_kj_mol": 263.9,
  "lumo_energy_ev": 0.49,
  "charge": 0,
  "multiplicity": 1,
  "e_tot_ev": -31138.2034,
  "orbital_gap_ha": 0.33615,
  "symbols": ["S", "C", "N", "C", "C", "C", "Cl", "O", "H", "H", "H", "H", "H", "H"],
  "positions_angstrom": [[3.256, -0.898, -0.228], [1.670, -0.283, -0.007], [1.045, 0.685, -0.703], [0.002, 1.331, 0.037], [-0.553, 0.001, 0.745], [-1.258, -1.032, -0.166], [-3.070, -0.604, -0.266], [0.853, -0.392, 1.144], [1.530, 0.963, -1.794], [-0.803, 1.728, -0.430], [0.515, 1.946, 0.832], [-1.175, -0.120, 1.668], [-0.712, -1.284, -1.056], [-1.300, -2.039, 0.226]]
}

=====

# 2
{
  "formula": "C4H6ClNS2",
  "method": "the ωB97M-V functional and the def2-TZVPD basis",
  "de_lowest_kj_mol": 113.2,
  "lumo_energy_ev": -0.30,
  "charge": 0,
  "multiplicity": 1,
  "e_tot_ev": -39927.0466,
  "orbital_gap_ha": 0.31390,
  "symbols": ["N", "C", "C", "Cl", "C", "C", "S", "S", "H", "H", "H", "H", "H", "H"],
  "positions_angstrom": [[-1.538, 0.574, 1.346], [-0.612, 0.746, 0.250], [-0.815, -0.022, -1.027], [-2.219, -0.939, -1.242], [0.345, -0.461, -0.129], [1.779, -0.167, -0.439], [2.291, 1.234, -1.166], [2.993, -1.381, -0.036], [-2.506, 0.616, 1.022], [-1.414, 1.247, 2.117], [-0.093, 1.696, 0.183], [-0.524, 0.524, -1.938], [0.115, -1.394, 0.465], [2.199, -2.273, 0.593]]
}

=====

# 3
{
  "formula": "C4H6ClNS2",
  "method": "the ωB97M-V functional and the def2-TZVPD basis",
  "de_lowest_kj_mol": 143.2,
  "lumo_energy_ev": 0.34,
  "charge": 0,
  "multiplicity": 1,
  "e_tot_ev": -39926.7360,
  "orbital_gap_ha": 0.35712,
  "symbols": ["C", "S", "C", "Cl", "C", "N", "S", "C", "H", "H", "H", "H", "H", "H"],
  "positions_angstrom": [[-2.768, -0.062, -0.336], [-1.501, -1.165, 0.345], [0.027, -0.429, -0.439], [-0.044, -0.345, -2.300], [-0.021, 0.855, 0.234], [0.024, 1.829, 0.841], [1.543, -1.301, 0.074], [2.761, -0.069, 0.661], [-3.705, -0.510, -0.004], [-2.624, -0.168, -1.347], [-2.451, 0.929, 0.039], [3.477, -0.690, 1.100], [2.207, 0.525, 1.363], [3.077, 0.600, -0.231]]
}

=====

# 4
{
  "formula": "C4H6CoLiO2",
  "method": "the ωB97M-V functional and the def2-TZVPD basis",
  "de_lowest_kj_mol": 18.2,
  "lumo_energy_ev": [-4.31, -4.43],
  "charge": 1,
  "multiplicity": 4,
  "e_tot_ev": -46162.7093,
  "orbital_gap_ha": [0.27998, 0.29532],
  "symbols": ["O", "C", "C", "Co", "Li", "H", "H", "C", "C", "O", "H", "H", "H", "H"],
  "positions_angstrom": [[0.405, -0.464, -1.877], [0.425, 0.847, -1.463], [-0.712, 1.607, -1.401], [1.923, -0.186, -0.798], [-1.146, -0.684, -0.989], [-1.599, 1.331, -1.998], [-0.701, 2.614, -0.981], [0.182, -1.121, 1.305], [-0.573, -0.001, 1.334], [1.507, -1.075, 0.874], [-0.096, -2.053, 1.797], [-1.580, -0.074, 1.747], [-0.117, 0.969, 1.131], [2.080, -1.709, 1.319]]
}

=====

# 5
{
  "formula": "C4H6CoO7",
  "method": "the ωB97M-V functional and the def2-TZVPD basis",
  "de_lowest_kj_mol": 31.9,
  "lumo_energy_ev": [-6.52, -6.66],
  "charge": 1,
  "multiplicity": 5,
  "e_tot_ev": -56192.8441,
  "orbital_gap_ha": [0.24326, 0.23659],
  "symbols": ["O", "C", "O", "O", "O", "C", "O", "O", "C", "C", "Co", "H", "H", "H", "H", "H", "O", "H"],
  "positions_angstrom": [[-2.187, 0.158, -3.456], [-1.028, -0.036, -2.980], [-0.056, -0.236, -3.772], [-0.876, 0.010, -1.681], [-0.277, -0.224, 1.133], [-0.134, 0.079, 2.455], [0.168, 1.215, 2.819], [-1.131, -0.577, 3.112], [0.471, 0.565, 0.223], [0.450, -0.079, -1.135], [-1.323, -0.067, -5.049], [-1.125, -0.308, 4.038], [1.517, 0.636, 0.554], [0.051, 1.579, 0.177], [0.735, -1.137, -1.079], [1.150, 0.448, -1.793], [1.616, -1.226, 2.826], [1.979, -0.801, 3.608]]
}

=====

# 6
{
  "formula": "C4H6CrN2O8P2",
  "method": "the ωB97M-V functional and the def2-TZVPD basis",
  "lumo_energy_ev": [4.13, 4.13],
  "charge": -2,
  "multiplicity": 5,
  "e_tot_ev": -70602.9083,
  "orbital_gap_ha": [0.12522, 0.12655],
  "symbols": ["Cr", "P", "O", "O", "O", "O", "P", "O", "O", "O", "O", "C", "C", "N", "H", "H", "H", "C", "C", "N", "H", "H", "H"],
  "positions_angstrom": [[1.152, -0.626, 0.059], [1.104, -1.438, 2.630], [2.487, -1.935, 3.102], [1.659, -0.148, 1.941], [0.099, -1.128, 3.709], [0.544, -1.874, 1.291], [3.315, -0.890, -1.115], [3.219, -1.309, 0.326], [2.695, 0.367, -0.427], [1.883, -0.997, -1.668], [4.405, 0.059, -1.594], [-1.532, 2.726, 1.664], [-0.684, 1.909, 0.799], [-0.003, 1.299, 0.046], [-1.582, 2.292, 2.663], [-2.545, 2.804, 1.271], [-1.129, 3.735, 1.570], [-2.879, -0.685, -3.014], [-1.850, -0.983, -2.090], [-0.994, -1.160, -1.333], [-2.952, 0.394, -3.147], [-3.825, -1.172, -2.778], [-2.588, -1.240, -3.906]]
}

=====

# 7
{
  "formula": "C4H6EuO3",
  "method": "the ωB97M-V functional and the def2-TZVPD basis",
  "de_lowest_kj_mol": 169.9,
  "lumo_energy_ev": [-12.40, -12.74],
  "charge": 3,
  "multiplicity": 9,
  "e_tot_ev": -29680.9163,
  "orbital_gap_ha": [0.30335, 0.32059],
  "symbols": ["C", "C", "O", "H", "H", "H", "O", "C", "O", "Eu", "C", "H", "H", "H"],
  "positions_angstrom": [[3.064, 0.112, 0.346], [2.230, -0.365, -0.512], [3.742, 0.232, 1.357], [2.792, -0.141, -1.485], [1.760, -1.337, -0.321], [4.669, -0.091, 1.308], [-0.660, -0.679, -1.237], [-1.641, -1.078, -0.701], [-2.530, -0.344, -0.031], [-4.016, -1.770, 1.425], [-2.371, 1.134, -0.040], [-1.372, 1.389, 0.322], [-2.531, 1.438, -1.078], [-3.138, 1.502, 0.645]]
}

=====

# 8
{
  "formula": "C4H6F2",
  "method": "the ωB97M-V functional and the def2-TZVPD basis",
  "de_lowest_kj_mol": 49.7,
  "lumo_energy_ev": 1.18,
  "charge": 0,
  "multiplicity": 1,
  "e_tot_ev": -9679.2462,
  "orbital_gap_ha": 0.44982,
  "symbols": ["F", "C", "C", "C", "C", "F", "H", "H", "H", "H", "H", "H"],
  "positions_angstrom": [[-1.688, 0.757, -1.200], [-0.956, -0.009, -0.361], [0.416, -0.409, -0.880], [1.008, -0.156, 0.532], [-0.262, 0.644, 0.785], [-0.903, 0.477, 1.990], [-1.525, -0.883, -0.107], [0.367, -1.412, -1.303], [0.772, 0.191, -1.707], [2.008, 0.156, 0.577], [0.945, -1.080, 1.108], [-0.183, 1.725, 0.567]]
}

=====

# 9
{
  "formula": "C4H6F2N2",
  "method": "the ωB97M-V functional and the def2-TZVPD basis",
  "de_lowest_kj_mol": 377.1,
  "lumo_energy_ev": [-0.77, 0.60],
  "charge": 0,
  "multiplicity": 1,
  "e_tot_ev": -12656.2295,
  "orbital_gap_ha": [0.26797, 0.32036],
  "symbols": ["C", "C", "C", "C", "N", "N", "F", "F", "H", "H", "H", "H", "H", "H"],
  "positions_angstrom": [[-0.450, 1.640, 0.073], [0.451, 0.043, 1.605], [0.906, -0.434, -1.905], [-0.575, 0.320, 0.642], [-0.088, 2.654, -0.323], [-1.656, -0.538, 0.386], [1.237, -1.092, 1.134], [0.418, -1.360, -2.667], [-0.007, -0.294, 2.598], [1.211, 0.866, 1.766], [1.759, -0.757, -1.252], [0.616, 0.593, -2.159], [-2.302, -0.102, -0.271], [-1.519, -1.541, 0.374]]
}

=====

# 10
{
  "formula": "C4H6F2O",
  "method": "the ωB97M-V functional and the def2-TZVPD basis",
  "de_lowest_kj_mol": 236.8,
  "lumo_energy_ev": 0.83,
  "charge": 0,
  "multiplicity": 1,
  "e_tot_ev": -11725.2140,
  "orbital_gap_ha": 0.38881,
  "symbols": ["C", "C", "C", "C", "O", "F", "F", "H", "H", "H", "H", "H", "H"],
  "positions_angstrom": [[0.502, 0.544, 1.091], [1.058, 0.407, -0.102], [-3.102, -0.112, -0.243], [1.459, -0.844, -0.796], [-2.658, 0.887, 0.373], [1.282, 1.514, -0.845], [-2.129, -1.047, -0.406], [0.333, -0.318, 1.711], [0.284, 1.515, 1.505], [1.447, -1.683, -0.110], [2.457, -0.721, -1.214], [0.776, -1.050, -1.621], [-1.710, 0.906, 0.656]]
}

=====

# 11
{
  "formula": "C4H6F2O2",
  "method": "the ωB97M-V functional and the def2-TZVPD basis",
  "de_lowest_kj_mol": 47.8,
  "lumo_energy_ev": 0.81,
  "charge": 0,
  "multiplicity": 1,
  "e_tot_ev": -13774.6498,
  "orbital_gap_ha": 0.42703,
  "symbols": ["C", "O", "C", "O", "C", "C", "F", "F", "H", "H", "H", "H", "H", "H"],
  "positions_angstrom": [[1.643, -1.194, 0.809], [0.357, -0.653, 0.922], [-0.505, -0.914, -0.085], [-0.282, -1.586, -1.060], [-1.881, -0.184, 0.121], [-1.738, 1.045, -0.666], [-2.886, -0.956, -0.246], [-2.094, -0.004, 1.494], [2.200, -0.964, 1.673], [2.143, -0.491, 0.083], [1.501, -2.186, 0.401], [-0.678, 1.173, -0.841], [-2.313, 1.110, -1.621], [-2.088, 1.842, -0.080]]
}

=====

# 12
{
  "formula": "C4H6F2OS",
  "method": "the ωB97M-V functional and the def2-TZVPD basis",
  "de_lowest_kj_mol": 497.8,
  "lumo_energy_ev": -1.57,
  "charge": 0,
  "multiplicity": 1,
  "e_tot_ev": -22557.2896,
  "orbital_gap_ha": 0.29095,
  "symbols": ["C", "C", "C", "C", "H", "H", "H", "H", "H", "H", "O", "F", "F", "S"],
  "positions_angstrom": [[-1.280, 0.381, -0.431], [-0.346, 0.024, 0.743], [1.120, 0.203, 0.441], [1.731, -1.066, -0.032], [-3.136, 2.008, -0.633], [-0.747, 1.115, -0.933], [-1.123, -0.464, -1.058], [-0.547, 0.689, 1.700], [2.943, -0.647, -0.128], [1.689, -1.988, 0.657], [-2.654, 0.699, -0.336], [-0.447, -1.208, 1.175], [1.006, -1.505, -1.191], [1.794, 1.757, 0.024]]
}